# 1
Here is 2 unconnected molecules or ions with the total composition CH4FNO in a non-equilibrium geometry from OMol25. Energies are from ωB97M-V with the def2-TZVPD basis set.

Properties
- E_LUMO (alpha / beta) (eV) = -1.9 / -1.9
- maximum force (eV/A) = 3.43

ORCA input file:
```
! wB97M-V def2-TZVPD RIJCOSX def2/J DEFGRID3
* xyz 0 1
H 0.736 -0.069 1.485
H -0.509 -0.254 -0.962
N 0.795 -0.288 0.543
C -0.413 -0.728 0.026
F -0.039 1.943 -1.115
O 0.979 1.768 -0.200
H -1.413 -0.657 0.528
H -0.135 -1.715 -0.305
*
```

Mulliken atomic charge list, values in e, 6 entries: 0.273, 0.282, -0.294, -0.521, -0.115, -0.232

# 2
Here is CH4FNO2P2 in the gas phase in a non-equilibrium geometry from OMol25. Energies are from ωB97M-V with the def2-TZVPD basis set.

Properties
- E_LUMO (eV) = -0.8
- SMILES = C[P@@](=N)(F)OP=O
- maximum force (eV/A) = 5.15

ORCA input file:
```
! wB97M-V def2-TZVPD RIJCOSX def2/J DEFGRID3
* xyz 0 1
O -3.314 -1.440 -0.327
O -1.167 -0.121 -0.028
H 2.026 -1.082 0.426
F 0.183 1.412 -1.267
C 1.308 -0.785 -0.313
H 1.742 -0.556 -1.191
P 0.198 0.701 0.117
H 0.533 -1.685 -0.428
N 0.227 1.762 1.181
P -2.849 -0.265 0.390
H 1.112 2.060 1.441
*
```

Mulliken atomic charge list, values in e, 6 entries: -0.378, -0.205, 0.347, -0.291, -0.936, 0.347

# 3
Here is CH4FNOP2 in the gas phase in a non-equilibrium geometry from OMol25. Energies are from ωB97M-V with the def2-TZVPD basis set.

Properties
- E_LUMO (alpha / beta) (eV) = -1.5 / -2.2
- maximum force (eV/A) = 5.53

ORCA input file:
```
! wB97M-V def2-TZVPD RIJCOSX def2/J DEFGRID3
* xyz 0 1
H -1.784 0.003 0.320
H -1.332 0.704 -1.200
O 0.217 0.115 0.275
F 3.011 1.990 2.660
P 0.455 1.050 1.543
H 3.281 -0.206 1.937
P 2.815 1.071 1.224
H -0.932 -1.190 -0.841
C -0.986 -0.079 -0.408
N 3.410 1.754 0.007
*
```

Mulliken atomic charge list, values in e, 6 entries: 0.263, 0.262, -0.101, -0.355, 0.100, 0.138

# 4
Here is 2 unconnected molecules or ions with the total composition CH4FNP2 in a non-equilibrium geometry from OMol25. Energies are from ωB97M-V with the def2-TZVPD basis set.

Properties
- E_LUMO (alpha / beta) (eV) = -0.8 / -0.8
- maximum force (eV/A) = 3.56

ORCA input file:
```
! wB97M-V def2-TZVPD RIJCOSX def2/J DEFGRID3
* xyz 0 1
H -0.934 -0.460 -0.683
P 1.262 -0.887 0.022
C 0.003 -0.472 -1.262
N -0.174 -0.231 1.944
H 0.305 0.465 -1.628
H -1.917 1.122 2.404
H 0.064 -1.112 -2.285
F 2.191 0.489 0.039
P -0.799 1.085 1.449
*
```

Mulliken atomic charge list, values in e, 6 entries: 0.239, 0.478, -0.815, -0.396, 0.315, 0.041

# 5
Here is CH4FOP in the gas phase in a non-equilibrium geometry from OMol25. Energies are from ωB97M-V with the def2-TZVPD basis set.

Properties
- E_LUMO (eV) = 0.7
- SMILES = OCPF
- maximum force (eV/A) = 6.81

ORCA input file:
```
! wB97M-V def2-TZVPD RIJCOSX def2/J DEFGRID3
* xyz 0 1
H -0.272 1.390 -0.875
O 0.804 -0.243 -1.454
H -1.089 -0.176 -0.480
P 0.514 0.266 1.171
F -0.034 -1.220 1.415
H 0.863 -1.090 -1.208
C -0.187 0.481 -0.462
H -0.599 0.590 1.892
*
```

Mulliken atomic charge list, values in e, 6 entries: 0.365, -0.516, 0.243, 0.202, -0.281, 0.282

# 6
Here is CH4FP in the gas phase in a non-equilibrium geometry from OMol25. Energies are from ωB97M-V with the def2-TZVPD basis set.

Properties
- E_LUMO (eV) = 0.9
- SMILES = CPF
- maximum force (eV/A) = 2.72

ORCA input file:
```
! wB97M-V def2-TZVPD RIJCOSX def2/J DEFGRID3
* xyz 0 1
H 0.930 1.361 -0.594
C 0.381 0.728 0.130
P 0.271 -1.178 -0.086
H -0.689 0.869 0.141
H -1.060 -1.300 0.762
H 0.760 0.642 1.163
F -0.593 -1.122 -1.517
*
```

Mulliken atomic charge list, values in e, 6 entries: 0.303, -0.823, 0.252, 0.252, 0.032, 0.290

Please write out number 6 again, unchanged.
Here is CH4FP in the gas phase in a non-equilibrium geometry from OMol25. Energies are from ωB97M-V with the def2-TZVPD basis set.

Properties
- E_LUMO (eV) = 0.9
- SMILES = CPF
- maximum force (eV/A) = 2.72

ORCA input file:
```
! wB97M-V def2-TZVPD RIJCOSX def2/J DEFGRID3
* xyz 0 1
H 0.930 1.361 -0.594
C 0.381 0.728 0.130
P 0.271 -1.178 -0.086
H -0.689 0.869 0.141
H -1.060 -1.300 0.762
H 0.760 0.642 1.163
F -0.593 -1.122 -1.517
*
```

Mulliken atomic charge list, values in e, 6 entries: 0.303, -0.823, 0.252, 0.252, 0.032, 0.290

Copy entry 4 word for word.
Here is 2 unconnected molecules or ions with the total composition CH4FNP2 in a non-equilibrium geometry from OMol25. Energies are from ωB97M-V with the def2-TZVPD basis set.

Properties
- E_LUMO (alpha / beta) (eV) = -0.8 / -0.8
- maximum force (eV/A) = 3.56

ORCA input file:
```
! wB97M-V def2-TZVPD RIJCOSX def2/J DEFGRID3
* xyz 0 1
H -0.934 -0.460 -0.683
P 1.262 -0.887 0.022
C 0.003 -0.472 -1.262
N -0.174 -0.231 1.944
H 0.305 0.465 -1.628
H -1.917 1.122 2.404
H 0.064 -1.112 -2.285
F 2.191 0.489 0.039
P -0.799 1.085 1.449
*
```

Mulliken atomic charge list, values in e, 6 entries: 0.239, 0.478, -0.815, -0.396, 0.315, 0.041

- Number 3 is which compound?
  CH4FNOP2

- What is the formula in the fourth record?
  CH4FNP2